No. 1
This record from OMol25 describes a structure of composition C41H42MgP2 in a non-equilibrium geometry. The level of theory is wB97M-V/def2-TZVPD.

Each line ends with the Löwdin charge.
Cartesian coordinates (Å):
Mg (1.15724, 3.78614, 3.26502)  0.95
C (5.74932, 2.12416, 1.97815)  -0.11
C (5.04218, 1.61081, 0.96456)  -0.12
C (4.66859, 0.19570, 0.65995)  -0.20
C (3.44019, -0.35635, 1.43227)  -0.19
C (3.41846, -0.22622, 2.91832)  -0.12
C (4.45604, -0.02146, 3.72907)  -0.12
C (5.89117, -0.07398, 3.34522)  -0.20
C (6.45645, 1.32795, 3.02798)  -0.19
C (-0.05674, 2.83235, 4.66546)  -0.28
H (5.99989, 3.19628, 1.98944)  0.11
H (4.82351, 2.27600, 0.12558)  0.09
H (5.53229, -0.47362, 0.78717)  0.10
H (4.37365, 0.15986, -0.40882)  0.11
H (2.52707, 0.14870, 1.06841)  0.08
H (3.32133, -1.40971, 1.12271)  0.12
H (2.40918, -0.30636, 3.34216)  0.10
H (4.26622, 0.09118, 4.79652)  0.10
H (6.03963, -0.72180, 2.48136)  0.09
H (6.49249, -0.49634, 4.17131)  0.12
H (6.45166, 1.91073, 3.96109)  0.10
H (7.49838, 1.19817, 2.68101)  0.12
H (-0.22480, 3.23621, 5.67190)  -0.03
H (0.27717, 1.77341, 4.70347)  -0.04
H (-0.98859, 2.92692, 4.08148)  -0.08
P (-2.69751, -0.07545, -3.40508)  0.99
P (-3.95505, -1.85207, -1.17208)  0.99
C (-2.33188, -1.85488, -3.39485)  -0.33
C (-2.95251, -2.64769, -2.48552)  -0.33
C (-3.08778, 0.14793, -5.18421)  -0.40
C (-2.62192, -0.69357, -6.20223)  -0.10
C (-2.87816, -0.39574, -7.54492)  -0.08
C (-3.65664, 0.71324, -7.88541)  -0.09
C (-4.18083, 1.52356, -6.86938)  -0.09
C (-3.90312, 1.24443, -5.53006)  -0.11
C (-1.01094, 0.61144, -3.20242)  -0.37
C (-0.44903, 0.44848, -1.92193)  -0.11
C (0.84953, 0.88626, -1.67746)  -0.09
C (1.59819, 1.47635, -2.70549)  -0.09
C (1.04184, 1.62124, -3.98296)  -0.09
C (-0.27459, 1.21595, -4.23113)  -0.08
C (-5.39386, -3.01348, -1.27768)  -0.37
C (-6.18379, -2.93282, -2.44147)  -0.11
C (-7.17956, -3.87710, -2.69924)  -0.09
C (-7.43205, -4.91238, -1.78815)  -0.10
C (-6.68211, -4.97035, -0.60770)  -0.09
C (-5.69520, -4.00917, -0.33701)  -0.08
C (-3.09276, -2.48376, 0.30089)  -0.42
C (-3.46218, -1.89722, 1.52828)  -0.11
C (-2.95537, -2.43001, 2.71090)  -0.09
C (-2.06927, -3.51620, 2.67366)  -0.09
C (-1.65914, -4.04828, 1.44840)  -0.08
C (-2.14279, -3.51139, 0.25507)  -0.09
H (-1.60375, -2.24446, -4.11532)  0.07
H (-2.85477, -3.74517, -2.45590)  0.08
H (-2.05276, -1.58416, -5.95333)  0.09
H (-2.46199, -1.04115, -8.32021)  0.10
H (-3.85445, 0.93969, -8.93538)  0.10
H (-4.80555, 2.38009, -7.13032)  0.10
H (-4.31156, 1.87614, -4.74124)  0.10
H (-1.02442, -0.05033, -1.13957)  0.10
H (1.28173, 0.76458, -0.68447)  0.08
H (2.62129, 1.80682, -2.50775)  0.10
H (1.63911, 2.05144, -4.79013)  0.10
H (-0.70172, 1.34501, -5.22880)  0.10
H (-5.98021, -2.14881, -3.17087)  0.10
H (-7.75724, -3.82261, -3.62303)  0.10
H (-8.18622, -5.67624, -2.00953)  0.10
H (-6.85849, -5.78343, 0.10169)  0.10
H (-5.13321, -4.07451, 0.59560)  0.10
H (-4.14697, -1.04547, 1.54879)  0.10
H (-3.26833, -2.01443, 3.66826)  0.10
H (-1.69976, -3.95885, 3.59879)  0.10
H (-0.97269, -4.89332, 1.39836)  0.10
H (-1.79217, -3.89768, -0.70033)  0.09
C (5.41690, 4.71793, 5.76099)  -0.12
C (5.10214, 5.58208, 4.69895)  -0.11
C (3.98782, 5.29277, 3.85467)  -0.18
C (3.17837, 4.20200, 4.14383)  -0.28
C (3.51362, 3.29870, 5.14712)  -0.17
C (4.64185, 3.56502, 5.96870)  -0.11
H (6.23799, 4.96458, 6.44565)  0.10
H (5.71265, 6.48342, 4.51467)  0.09
H (3.76660, 5.96300, 3.01182)  0.07
H (2.91209, 2.40409, 5.33784)  0.08
H (4.89062, 2.86722, 6.77884)  0.10

Atoms 1-2, force components in eV/Å:
Mg 1.690 0.010 1.605
C 0.101 -0.301 -0.664

For the energy relative to the best compared isomer or geometry (same formula, charge and spin), the calculation gives 0.0 kJ/mol. The value obtained for the HOMO-LUMO gap is 6.8 eV. As for the HOMO energy: -0.2821 Ha. The total charge is 0. Its spin multiplicity is 1.

No. 2
This record from OMol25 describes a structure of composition C41H42MnN4O6P2S2Si. The level of theory is wB97M-V/def2-TZVPD.

Each line ends with the Mulliken spin population.
Cartesian coordinates (Å):
Mn (-0.34489, -0.48318, -0.20780)  4.52
N (0.26478, 0.68255, 3.15887)  -0.01
P (1.45673, -0.05035, 2.13398)  0.12
C (1.90771, -1.58816, 3.00717)  -0.04
C (1.99992, -2.75403, 2.25547)  0.05
C (2.36311, -3.94746, 2.86939)  0.00
C (2.62605, -3.98180, 4.22946)  0.00
C (2.53550, -2.81635, 4.98440)  0.00
C (2.18639, -1.62473, 4.37203)  0.00
C (2.94491, 0.94978, 2.57044)  0.00
C (2.83478, 2.23004, 3.10318)  0.00
C (3.96586, 3.00647, 3.32700)  0.00
C (5.22335, 2.51280, 3.01590)  0.00
C (5.34358, 1.23520, 2.48183)  0.00
C (4.21461, 0.46324, 2.26097)  0.00
P (-1.08461, 1.28504, 2.24677)  0.03
C (-1.26449, 2.97922, 2.93752)  0.01
C (-0.34340, 3.90730, 2.44159)  0.01
C (-0.36660, 5.22813, 2.85789)  0.00
C (-1.33490, 5.65180, 3.76208)  0.00
C (-2.27666, 4.74861, 4.22970)  0.00
C (-2.24494, 3.42067, 3.81691)  0.00
C (-2.53598, 0.44074, 2.95282)  -0.01
C (-2.71083, 0.15719, 4.30543)  0.00
C (-3.84644, -0.49898, 4.74870)  0.00
C (-4.82231, -0.87985, 3.83452)  0.00
C (-4.65444, -0.60640, 2.48604)  0.00
C (-3.51419, 0.05266, 2.04122)  0.01
H (-0.00957, 0.05785, 3.91400)  0.00
H (1.75857, -2.74989, 1.19751)  0.00
H (2.41596, -4.85104, 2.27527)  0.00
H (2.89456, -4.91609, 4.70742)  0.00
H (2.73874, -2.83999, 6.04842)  0.00
H (2.13263, -0.71343, 4.95780)  0.00
H (1.85808, 2.60926, 3.36948)  0.00
H (3.85798, 4.00034, 3.74522)  0.00
H (6.10590, 3.11800, 3.18686)  0.00
H (6.32092, 0.83857, 2.23456)  0.00
H (4.32243, -0.53263, 1.84438)  0.00
H (0.37709, 3.59039, 1.69433)  0.00
H (0.35512, 5.92905, 2.45713)  0.00
H (-1.36354, 6.68581, 4.08426)  0.00
H (-3.04737, 5.07474, 4.91842)  0.00
H (-2.99561, 2.72934, 4.18192)  0.00
H (-1.94650, 0.43775, 5.02329)  0.00
H (-3.96144, -0.73141, 5.79992)  0.00
H (-5.70430, -1.40975, 4.17482)  0.00
H (-5.39397, -0.92480, 1.76234)  0.00
H (-3.36617, 0.21476, 0.97709)  -0.01
C (1.38466, 2.55922, -6.18599)  0.00
Si (0.98162, 3.00078, -4.39792)  0.00
C (1.85941, 4.61846, -4.03121)  0.00
C (-0.85787, 3.27169, -4.33268)  0.00
C (1.66134, 1.62985, -3.32959)  0.00
C (2.71700, 0.86390, -3.79865)  0.00
C (3.19463, -0.23015, -3.08154)  0.00
C (2.51004, -0.57304, -1.93242)  0.02
N (1.50596, 0.14619, -1.43994)  0.05
C (1.12230, 1.29098, -2.05871)  0.02
S (0.00579, 2.27955, -1.20584)  0.03
H (0.98296, 3.32521, -6.85414)  0.00
H (0.93935, 1.60108, -6.45884)  0.00
H (2.45830, 2.49176, -6.36812)  0.00
H (1.52806, 5.39951, -4.72148)  0.00
H (2.94041, 4.50384, -4.13453)  0.00
H (1.64913, 4.94679, -3.01266)  0.00
H (-1.15675, 3.88463, -5.18839)  0.00
H (-1.15032, 3.75808, -3.40488)  0.00
H (-1.39889, 2.32454, -4.37041)  0.00
H (3.17309, 1.10210, -4.75334)  0.00
H (4.00840, -0.84459, -3.44046)  0.00
H (2.74712, -1.47945, -1.38866)  -0.01
C (-2.45528, -8.06214, 1.04942)  0.00
C (-1.82749, -6.92051, 0.29439)  0.00
C (-0.88867, -7.16034, -0.70795)  0.00
C (-0.27138, -6.11432, -1.37302)  0.00
C (-0.58866, -4.80089, -1.04283)  0.01
C (-1.52701, -4.54682, -0.05648)  0.01
C (-2.13920, -5.60437, 0.60406)  0.00
S (0.30832, -3.45075, -1.80572)  0.04
O (0.50247, -3.89751, -3.17575)  0.00
O (1.51322, -3.32110, -0.99331)  0.00
N (-0.55155, -2.17540, -1.64358)  0.05
C (-1.80657, -2.13624, -2.38847)  0.01
C (-2.71734, -1.00354, -1.89813)  0.00
O (-3.85540, -0.95158, -2.36569)  0.00
O (-2.22595, -0.19356, -1.04111)  0.08
H (-2.54449, -8.95167, 0.42338)  0.00
H (-3.45045, -7.79868, 1.40880)  0.00
H (-1.85654, -8.33511, 1.92228)  0.00
H (-0.64238, -8.18486, -0.96984)  0.00
H (0.44749, -6.30006, -2.15928)  0.00
H (-1.75678, -3.52426, 0.21100)  0.00
H (-2.85717, -5.38707, 1.38668)  0.00
H (-2.38886, -3.05922, -2.27580)  0.00
H (-1.64711, -1.99989, -3.46336)  0.00
O (-1.07529, -2.27942, 3.49522)  0.02
N (-1.33751, -2.47326, 2.31822)  -0.01
O (-0.76554, -1.64324, 1.52116)  0.00

Atoms 1-2, force components in eV/Å:
Mn 0.104 0.086 -0.728
N -0.093 -0.189 -0.085

For the energy relative to the best compared isomer or geometry (same formula, charge and spin), the calculation gives 0.0 kJ/mol. The expectation value of S² is 8.754. The value obtained for the HOMO-LUMO gap (spin up / spin down) is 6.3 / 6.3 eV. As for the HOMO energy (spin up / spin down): -0.0773 / -0.0779 Ha. The total charge is -2. Its spin multiplicity is 6.